[1]
313
Properties=species:S:1:pos:R:3 method="wB97M-V/def2-TZVPD" total_charge=+7 multiplicity=1 lumo_energy_ha=-0.378 homo_energy_ev=-10.95
C 0.71 -9.36 3.58
C 0.36 -9.42 5.07
N 1.34 -8.74 5.94
C 2.47 -7.97 5.59
C 3.09 -7.57 6.72
N 2.39 -8.12 7.78
C 1.36 -8.91 7.28
C 2.83 -8.09 9.23
H 1.76 -9.62 3.33
H 0.61 -8.31 3.22
H 0.04 -10.02 3.03
H 0.39 -10.49 5.28
H -0.55 -8.90 5.11
H 2.64 -7.62 4.58
H 3.95 -6.93 6.79
H 0.53 -9.32 7.83
H 2.10 -8.70 9.85
H 2.71 -7.06 9.54
H 3.87 -8.46 9.34
C 2.38 11.20 -8.38
C 2.03 9.84 -9.03
C 0.62 9.77 -9.55
C -0.51 10.28 -8.72
P -1.29 9.17 -7.63
C -2.59 10.05 -6.83
C -2.38 11.47 -6.58
C -1.28 11.76 -5.51
C -1.28 13.19 -5.03
C -2.10 7.79 -8.43
C -1.28 6.63 -8.88
C -2.06 5.58 -9.65
C -1.18 4.39 -10.09
C -0.10 8.43 -6.46
C -0.67 7.71 -5.28
C 0.42 7.36 -4.23
C 1.63 6.71 -4.91
H 2.01 11.27 -7.39
H 2.06 12.02 -9.03
H 3.47 11.26 -8.39
H 2.26 9.03 -8.35
H 2.74 9.59 -9.83
H 0.42 8.79 -9.87
H 0.55 10.37 -10.41
H -1.35 10.48 -9.42
H -0.31 11.14 -8.05
H -3.00 9.42 -6.05
H -3.36 9.85 -7.57
H -3.32 11.74 -6.21
H -2.16 12.11 -7.41
H -0.31 11.62 -5.94
H -1.39 11.15 -4.65
H -0.77 13.75 -5.84
H -0.61 13.21 -4.12
H -2.30 13.57 -4.86
H -2.63 8.28 -9.30
H -2.92 7.47 -7.67
H -0.90 6.07 -8.02
H -0.43 6.98 -9.47
H -2.45 6.05 -10.56
H -2.90 5.35 -9.05
H -0.54 3.99 -9.35
H -0.49 4.67 -10.89
H -1.71 3.51 -10.38
H 0.55 9.29 -6.13
H 0.55 7.76 -7.00
H -1.16 6.71 -5.58
H -1.49 8.26 -4.80
H 0.08 6.68 -3.50
H 0.69 8.20 -3.65
H 1.37 5.84 -5.52
H 2.27 6.32 -4.11
H 2.30 7.41 -5.43
C 6.80 0.54 -8.06
C 8.31 0.43 -8.32
C 9.15 1.69 -8.38
C 9.16 2.39 -9.78
P 9.46 4.15 -9.86
C 11.06 4.23 -8.91
C 11.98 5.45 -8.96
C 12.70 5.71 -7.68
C 13.49 6.98 -7.73
C 9.64 4.89 -11.41
C 8.47 4.45 -12.28
C 8.19 5.42 -13.43
C 7.05 5.00 -14.36
C 8.22 5.09 -8.95
C 8.73 6.16 -7.98
C 7.58 6.74 -7.21
C 7.06 5.92 -6.00
H 6.63 0.86 -7.06
H 6.27 -0.41 -8.28
H 6.31 1.24 -8.76
H 8.50 -0.09 -9.26
H 8.84 -0.15 -7.56
H 10.23 1.56 -8.16
H 8.75 2.47 -7.67
H 8.15 2.23 -10.29
H 9.91 1.82 -10.34
H 11.68 3.46 -9.31
H 10.89 3.94 -7.90
H 11.45 6.35 -9.35
H 12.73 5.24 -9.75
H 13.33 4.78 -7.32
H 12.08 5.77 -6.72
H 14.17 7.17 -6.85
H 12.80 7.80 -7.64
H 14.03 7.07 -8.66
H 10.50 4.60 -11.96
H 9.58 5.90 -11.17
H 7.50 4.52 -11.73
H 8.51 3.39 -12.52
H 9.05 5.45 -14.05
H 8.04 6.40 -13.07
H 6.91 5.80 -15.13
H 6.08 4.90 -13.84
H 7.29 4.14 -14.98
H 7.51 4.42 -8.44
H 7.55 5.57 -9.65
H 9.39 6.91 -8.42
H 9.32 5.57 -7.24
H 6.83 7.05 -7.98
H 7.92 7.70 -6.77
H 6.35 6.57 -5.51
H 7.94 5.93 -5.37
H 6.64 4.94 -6.13
C 6.57 -2.11 8.99
N 5.93 -1.16 8.08
C 5.07 -0.22 8.66
C 4.48 0.72 7.88
C 4.65 0.71 6.49
C 5.58 -0.13 5.97
C 6.23 -1.08 6.78
C 3.71 1.43 5.55
C 3.10 0.52 4.64
C 2.21 0.96 3.66
N 1.90 2.25 3.63
C 2.43 3.11 4.54
C 3.24 2.70 5.59
C 0.98 2.73 2.55
H 5.87 -1.98 9.79
H 7.54 -1.76 9.33
H 6.63 -3.15 8.53
H 4.76 -0.31 9.64
H 3.79 1.43 8.40
H 5.71 -0.17 4.88
H 6.93 -1.79 6.35
H 3.33 -0.55 4.54
H 1.99 0.41 2.78
H 2.09 4.11 4.47
H 3.64 3.49 6.26
H 1.35 2.36 1.63
H 1.01 3.80 2.45
H 0.00 2.37 2.80
C -7.19 -1.30 -10.12
N -7.71 -2.67 -10.33
C -8.95 -2.91 -10.74
C -9.34 -4.21 -10.94
C -8.59 -5.33 -10.65
C -7.24 -5.04 -10.30
C -6.89 -3.73 -10.18
C -9.15 -6.68 -10.70
C -9.16 -7.37 -11.90
C -9.55 -8.63 -11.95
N -9.82 -9.30 -10.87
C -10.02 -8.65 -9.74
C -9.64 -7.28 -9.58
C -10.16 -10.75 -11.03
H -7.78 -0.64 -9.46
H -7.33 -0.85 -11.06
H -6.16 -1.36 -9.73
H -9.62 -2.08 -10.92
H -10.41 -4.23 -11.23
H -6.42 -5.74 -10.21
H -5.93 -3.54 -9.72
H -8.91 -6.82 -12.76
H -9.57 -9.10 -12.88
H -10.40 -9.22 -8.92
H -9.64 -6.73 -8.64
H -9.58 -11.15 -11.89
H -11.25 -10.85 -11.20
H -9.88 -11.34 -10.18
C -2.16 -10.25 14.36
N -2.36 -11.74 14.51
C -2.68 -12.21 15.78
C -2.92 -13.54 15.96
C -2.77 -14.41 14.89
C -2.44 -13.94 13.66
C -2.21 -12.57 13.49
C -3.05 -15.85 15.17
C -4.20 -16.22 15.87
C -4.46 -17.58 16.15
N -3.59 -18.51 15.83
C -2.37 -18.14 15.26
C -2.12 -16.87 14.83
C -3.90 -19.95 16.08
H -3.16 -9.77 14.22
H -1.54 -10.08 13.45
H -1.69 -9.86 15.29
H -2.97 -11.58 16.61
H -3.20 -13.88 16.91
H -2.20 -14.62 12.86
H -1.90 -12.16 12.48
H -4.93 -15.53 16.08
H -5.33 -17.91 16.61
H -1.65 -18.93 15.12
H -1.25 -16.52 14.34
H -5.01 -19.97 16.29
H -3.27 -20.21 16.92
H -3.62 -20.43 15.16
C -5.21 3.79 8.35
N -6.17 4.44 9.26
C -7.27 5.05 8.77
C -8.18 5.62 9.61
C -7.94 5.62 11.03
C -6.75 5.07 11.46
C -5.89 4.42 10.53
C -8.76 6.45 11.99
C -9.10 6.10 13.26
C -9.85 6.97 14.01
N -10.22 8.13 13.48
C -9.70 8.62 12.36
C -8.95 7.77 11.60
C -11.37 8.85 14.18
H -4.34 3.40 8.89
H -4.90 4.53 7.63
H -5.68 2.84 7.98
H -7.28 4.92 7.70
H -9.10 6.04 9.21
H -6.44 5.04 12.47
H -5.04 3.93 10.96
H -8.88 5.15 13.76
H -10.27 6.74 14.97
H -10.02 9.60 12.13
H -8.61 8.13 10.60
H -12.28 8.31 13.97
H -11.43 9.87 13.71
H -11.11 8.82 15.23
C -0.27 0.01 -2.89
N -0.50 -0.44 -1.51
C -0.13 -1.71 -1.15
C -0.24 -2.12 0.14
C -0.68 -1.14 1.10
C -1.02 0.13 0.71
C -0.90 0.46 -0.61
C -0.64 -1.50 2.55
C 0.24 -2.47 2.95
C 0.21 -3.00 4.23
N -0.71 -2.52 5.15
C -1.47 -1.44 4.87
C -1.45 -0.95 3.58
C -0.73 -3.16 6.55
H 0.81 0.02 -3.00
H -0.76 0.92 -3.10
H -0.61 -0.74 -3.54
H 0.17 -2.35 -1.97
H 0.03 -3.15 0.42
H -1.38 0.88 1.41
H -1.04 1.47 -0.99
H 0.96 -3.00 2.26
H 0.87 -3.72 4.54
H -1.89 -1.06 5.70
H -2.14 -0.15 3.36
H -1.82 -3.25 6.71
H -0.30 -2.37 7.20
H -0.19 -4.10 6.54
C 4.20 -4.20 4.62
F 5.08 -3.26 4.35
F 3.28 -4.23 3.62
F 4.85 -5.36 4.75
S 3.34 -3.72 6.23
O 4.46 -4.04 7.12
O 3.06 -2.31 5.95
O 2.11 -4.51 6.38
C -1.66 -8.14 10.54
F -2.43 -7.92 11.60
F -2.46 -8.06 9.38
F -0.72 -7.15 10.52
S -0.76 -9.83 10.63
O 0.19 -9.65 11.69
O -1.77 -10.82 10.96
O -0.10 -10.00 9.33
C -3.22 3.46 -4.41
F -3.67 4.57 -3.88
F -3.83 2.42 -3.90
F -3.44 3.46 -5.74
S -1.40 3.34 -4.01
O -1.41 3.11 -2.61
O -0.82 2.27 -4.81
O -0.76 4.57 -4.50
C 4.51 -1.12 -0.05
F 5.08 -1.26 1.16
F 5.35 -0.37 -0.76
F 4.44 -2.28 -0.64
S 2.82 -0.30 0.04
O 2.27 -0.45 -1.30
O 2.21 -1.14 1.06
O 3.14 1.07 0.56
C -0.04 1.99 7.75
F 0.19 3.31 7.78
F 0.74 1.42 6.83
F 0.40 1.52 8.96
S -1.73 1.47 7.21
O -1.41 1.30 5.82
O -1.97 0.26 7.97
O -2.63 2.57 7.54
C -5.52 -4.33 -6.05
F -5.44 -5.49 -5.72
F -5.93 -3.61 -5.18
F -5.37 -3.93 -7.13
S -8.38 -4.86 -6.83
O -8.85 -5.45 -5.61
O -8.34 -3.47 -7.14
O -7.30 -5.62 -7.64


[2]
76
Properties=species:S:1:pos:R:3 method="wB97M-V/def2-TZVPD" total_charge=-4 multiplicity=1 lumo_energy_ha=0.248 relative_energy_kj_mol=587.9 homo_energy_ev=-0.80
Li -0.20 -0.29 0.59
C -0.54 -3.47 0.16
F -1.36 -3.37 -0.88
F -0.10 -4.75 0.20
F 0.49 -2.66 0.07
S -1.43 -3.02 1.81
O -2.84 -3.23 1.50
O -0.94 -4.01 2.81
N -0.97 -1.38 2.08
S -1.63 -1.16 3.47
O -3.08 -1.43 3.51
O -0.85 -1.57 4.63
C -1.59 0.83 3.47
F -1.20 1.27 4.68
F -0.74 1.24 2.47
F -2.78 1.35 3.22
C 1.65 -1.22 -2.77
F 2.46 -1.23 -3.82
F 0.38 -1.57 -3.19
F 2.31 -1.99 -1.91
S 1.55 0.68 -2.08
O 2.83 1.24 -2.53
O 0.33 1.22 -2.59
N 1.32 0.38 -0.34
S 2.69 0.86 0.22
O 3.72 -0.06 -0.23
O 2.93 2.28 -0.02
C 2.54 0.63 2.16
F 2.12 1.71 2.71
F 1.79 -0.45 2.46
F 3.80 0.53 2.62
C -6.44 -0.04 3.72
F -5.30 0.15 4.35
F -6.81 -1.32 3.74
F -7.39 0.61 4.35
S -6.23 0.46 1.84
O -7.63 0.58 1.34
O -5.44 1.67 1.71
N -5.32 -0.86 1.18
S -5.41 -0.46 -0.33
O -5.61 -1.67 -1.09
O -6.29 0.65 -0.78
C -3.58 0.26 -0.62
F -2.73 -0.78 -0.96
F -3.55 1.11 -1.65
F -3.18 0.87 0.49
C 8.56 -2.78 -1.44
F 7.58 -3.17 -2.31
F 9.56 -3.65 -1.37
F 8.94 -1.58 -1.90
S 7.89 -2.63 0.35
O 9.00 -3.00 1.21
O 7.42 -1.25 0.62
N 6.85 -4.03 0.46
S 5.34 -3.60 0.08
O 5.32 -2.49 -0.85
O 4.57 -4.79 -0.23
C 4.72 -2.90 1.83
F 5.53 -2.00 2.47
F 3.53 -2.33 1.54
F 4.67 -3.99 2.64
C -2.15 5.11 -5.59
F -2.94 5.32 -6.64
F -1.13 4.26 -5.96
F -1.64 6.29 -5.14
S -3.06 4.22 -4.17
O -4.06 5.17 -3.63
O -3.72 3.06 -4.73
N -1.75 3.69 -3.10
S -2.27 4.27 -1.77
O -2.08 5.69 -1.84
O -3.60 3.87 -1.35
C -0.94 3.76 -0.45
F -1.02 2.41 -0.27
F 0.30 4.07 -0.90
F -1.16 4.43 0.66